Record 1
The following is a quantum chemistry calculation of a cluster of 5 separate species, CH12N2O4 in total, from OMol25.

Output
E_tot (Eh): -455.40455
Highest occupied orbital energy (spin up / spin down) (eV): -14.258 / -14.258
Relative energy (zero: lowest compared OMol25 entry of this formula, charge and spin) (kJ/mol): 113.04
Kohn-Sham gap (spin up / spin down) (eV): 9.48 / 5.83
F_max (eV/A): 4.30

```
! RIJCOSX wB97M-V def2-TZVPD def2/J DEFGRID3
* xyz 1 2
N -0.28579 0.42199 -1.06388
C 0.62723 0.37978 -0.10634
N 0.76082 -0.17192 1.03665
H -1.12628 -0.12850 -1.14917
H -0.27457 1.12676 -1.84061
H 1.48631 0.96101 -0.42849
H 1.11478 0.46039 1.78025
H 1.81838 -2.95310 3.41092
H 0.83856 -2.27832 2.35571
O 1.27503 -3.14352 2.62812
H -3.30970 1.56531 -2.81436
H -2.29044 2.60132 -3.36358
O -2.85617 1.87962 -3.62277
H -3.33571 1.20998 -0.09364
H -3.68539 -0.07401 -0.74597
O -3.40524 0.79745 -0.94448
H 4.84339 -0.95432 2.08660
H 3.79585 -1.12147 1.06256
O 4.00893 -0.57845 1.81248
*
```

Atomic partial charges in e from the Löwdin method, atoms 1 to 8: atom 1 (N): 0.23, atom 2 (C): -0.19, atom 3 (N): 0.32, atom 4 (H): 0.12, atom 5 (H): 0.17, atom 6 (H): 0.17, atom 7 (H): 0.16, atom 8 (H): 0.04

---

Record 2
The following is a quantum chemistry calculation of an isolated molecule of C18H22N2O2S, from OMol25.

Output
SMILES: CCCOc1ccccc1/C=C1\SC(N2CCCCC2)=NC1=O
E_tot (Eh): -1357.28652
Highest occupied orbital energy (eV): -7.902
Relative energy (zero: lowest compared OMol25 entry of this formula, charge and spin) (kJ/mol): 111.99
Kohn-Sham gap (eV): 7.96
F_max (eV/A): 1.20

```
! RIJCOSX wB97M-V def2-TZVPD def2/J DEFGRID3
* xyz 0 1
C -4.53406 -2.31616 1.70091
C -5.44864 -1.33698 0.97513
C -5.12927 -1.28757 -0.52124
O -3.81231 -0.84849 -0.77880
C -3.47365 0.45435 -0.62192
C -4.38065 1.48822 -0.42129
C -3.94393 2.79595 -0.29807
C -2.59438 3.09406 -0.36873
C -1.68235 2.07669 -0.56353
C -2.08774 0.74877 -0.69165
C -1.17065 -0.34609 -0.88875
C 0.17115 -0.38046 -0.89284
S 1.33042 0.90013 -0.65248
C 2.64262 -0.31563 -0.83280
N 3.90782 0.06502 -0.76542
C 4.32960 1.38439 -0.36957
C 4.75362 1.37741 1.10928
C 5.29586 -0.00600 1.49050
C 5.99882 -0.63911 0.29270
C 4.96568 -0.92931 -0.80254
N 2.25629 -1.52172 -1.04743
C 0.90309 -1.68367 -1.10013
O 0.32824 -2.73031 -1.28108
H -4.73409 -2.30425 2.76949
H -4.68646 -3.32716 1.33022
H -3.49297 -2.04672 1.53963
H -5.32670 -0.34056 1.40513
H -6.49197 -1.63481 1.09465
H -5.15804 -2.29880 -0.93689
H -5.86181 -0.67321 -1.05943
H -5.43923 1.28757 -0.36618
H -4.66794 3.58281 -0.14622
H -2.25579 4.11425 -0.27299
H -0.63121 2.31223 -0.62311
H -1.63396 -1.31330 -1.04896
H 5.17426 1.66390 -1.00630
H 3.52192 2.09667 -0.54152
H 3.90124 1.62380 1.74271
H 5.51666 2.14133 1.26163
H 5.98065 0.08108 2.33400
H 4.47309 -0.65588 1.79510
H 6.48498 -1.57045 0.58170
H 6.77085 0.03981 -0.07388
H 5.43517 -0.91865 -1.79277
H 4.49575 -1.90316 -0.65621
*
```

Atomic partial charges in e from the Löwdin method, atoms 1 to 8: atom 1 (C): -0.10, atom 2 (C): -0.22, atom 3 (C): -0.20, atom 4 (O): -0.05, atom 5 (C): -0.21, atom 6 (C): -0.02, atom 7 (C): -0.08, atom 8 (C): -0.09

---

Record 3
The following is a quantum chemistry calculation of a structure of composition C26H24AuP2SbSe4, from OMol25.

Output
E_tot (Eh): -11669.61096
Highest occupied orbital energy (eV): -6.742
Relative energy (zero: lowest compared OMol25 entry of this formula, charge and spin) (kJ/mol): 75.69
Kohn-Sham gap (eV): 4.96
F_max (eV/A): 1.47

```
! RIJCOSX wB97M-V def2-TZVPD def2/J DEFGRID3
* xyz 0 1
Au 0.56268 -1.08297 -1.17782
Se 3.51839 -4.67496 -0.16697
Sb 2.54462 -3.81162 -2.19422
Se 0.04333 -3.34994 -1.89752
Se 2.85133 -1.24487 -2.24749
Se 3.00508 -4.80189 -4.33580
C -0.78147 0.44358 1.37401
C -0.05253 1.62486 0.71093
P 1.32069 0.90890 -0.27115
C 1.81159 2.14679 -1.49177
C 0.82368 2.74613 -2.27435
C 1.17500 3.60663 -3.30102
C 2.51493 3.85884 -3.56522
C 3.50023 3.24354 -2.80805
C 3.15405 2.38054 -1.77764
C 2.67497 0.74070 0.90896
C 3.14168 -0.53016 1.24573
C 4.18915 -0.66537 2.14642
C 4.77191 0.46384 2.69986
C 4.30428 1.73272 2.37145
C 3.25365 1.87549 1.48145
P -1.58430 -0.56452 0.05098
C -1.98645 -2.14961 0.83534
C -1.58727 -2.51792 2.11443
C -1.89449 -3.78390 2.59756
C -2.58700 -4.68536 1.80550
C -2.98759 -4.32153 0.52613
C -2.68880 -3.05945 0.04331
C -3.21209 0.23325 -0.09118
C -3.50244 1.01969 -1.20231
C -4.73416 1.65444 -1.30296
C -5.67449 1.49331 -0.29757
C -5.38766 0.70035 0.80849
C -4.16089 0.06579 0.91454
H -1.52442 0.78509 2.09420
H -0.05476 -0.19435 1.88201
H 0.35509 2.31388 1.44967
H -0.72250 2.17557 0.04788
H -0.22327 2.52985 -2.09369
H 0.40622 4.07759 -3.89988
H 2.79091 4.53087 -4.36734
H 4.54484 3.43019 -3.02025
H 3.92502 1.88359 -1.20310
H 2.70500 -1.41196 0.79206
H 4.55708 -1.65180 2.39669
H 5.60329 0.36148 3.38572
H 4.76688 2.61198 2.80113
H 2.89069 2.86412 1.22323
H -1.02680 -1.83776 2.74220
H -1.58645 -4.06296 3.59670
H -2.80427 -5.67741 2.17917
H -3.51844 -5.02494 -0.10178
H -2.98754 -2.77996 -0.96133
H -2.76848 1.12879 -1.99256
H -4.95941 2.26557 -2.16682
H -6.63974 1.97635 -0.37752
H -6.12501 0.57036 1.58981
H -3.94355 -0.55943 1.77177
*
```

Atomic partial charges in e from the Löwdin method, atoms 1 to 8: atom 1 (Au): 0.28, atom 2 (Se): -0.21, atom 3 (Sb): -0.32, atom 4 (Se): 0.02, atom 5 (Se): 0.10, atom 6 (Se): -0.18, atom 7 (C): -0.38, atom 8 (C): -0.35